No. 1
{
  "formula": "C44H31N3O2PS3Y",
  "method": "ωB97M-V/def2-TZVPD",
  "e_lumo_ha": -0.0050,
  "homo_lumo_gap_ev": 7.540,
  "energy_ha": -3584.5119,
  "molar_mass_da": 849.83,
  "largest_force_ev_per_a": 1.2,
  "e_above_lowest_ev": 0.1360,
  "symbols": ["Y", "O", "S", "O", "N", "C", "C", "C", "C", "C", "C", "C", "C", "N", "C", "C", "C", "C", "C", "C", "C", "H", "H", "H", "H", "H", "H", "H", "H", "H", "H", "H", "S", "C", "N", "C", "C", "C", "C", "C", "C", "S", "H", "H", "H", "H", "C", "C", "C", "C", "C", "C", "P", "C", "C", "C", "C", "C", "C", "C", "C", "C", "C", "C", "C", "C", "C", "C", "C", "H", "H", "H", "H", "H", "H", "H", "H", "H", "H", "H", "H", "H", "H", "H", "H"],
  "coordinates": [[-0.03, 0.11, 0.35], [-0.74, 1.23, 4.36], [-0.71, 0.16, 3.40], [-1.73, 0.16, 2.34], [0.60, 0.08, 2.53], [1.91, 0.13, 3.05], [2.27, 0.16, 4.37], [3.64, 0.19, 4.74], [4.62, 0.19, 3.81], [4.27, 0.15, 2.43], [5.24, 0.14, 1.40], [4.84, 0.10, 0.10], [3.46, 0.08, -0.19], [2.53, 0.08, 0.74], [2.92, 0.12, 2.06], [-0.86, -1.35, 4.27], [-0.71, -2.55, 3.56], [-0.87, -3.75, 4.24], [-1.16, -3.75, 5.60], [-1.31, -2.55, 6.29], [-1.16, -1.34, 5.62], [1.52, 0.18, 5.15], [3.89, 0.21, 5.80], [5.67, 0.21, 4.09], [6.29, 0.17, 1.66], [5.55, 0.10, -0.72], [3.10, 0.06, -1.21], [-0.48, -2.55, 2.51], [-0.75, -4.68, 3.70], [-1.28, -4.69, 6.12], [-1.54, -2.56, 7.35], [-1.27, -0.40, 6.14], [0.86, 0.89, -2.33], [0.61, 2.36, -1.49], [0.21, 2.40, -0.23], [0.06, 3.70, 0.25], [-0.33, 4.04, 1.54], [-0.42, 5.38, 1.87], [-0.14, 6.37, 0.93], [0.25, 6.04, -0.36], [0.35, 4.69, -0.68], [0.81, 3.95, -2.19], [-0.54, 3.28, 2.28], [-0.73, 5.67, 2.87], [-0.22, 7.42, 1.20], [0.48, 6.80, -1.09], [-6.91, 1.37, 0.70], [-6.69, 0.95, -0.60], [-5.44, 0.48, -0.98], [-4.40, 0.43, -0.06], [-4.62, 0.86, 1.25], [-5.88, 1.32, 1.63], [-2.77, -0.22, -0.50], [-2.68, -0.02, -2.32], [-2.67, 1.27, -2.84], [-2.49, 1.48, -4.20], [-2.30, 0.40, -5.05], [-2.30, -0.89, -4.53], [-2.49, -1.10, -3.17], [-2.89, -2.03, -0.28], [-4.10, -2.67, -0.21], [-4.18, -4.07, -0.08], [-3.03, -4.81, -0.03], [-1.76, -4.18, -0.10], [-0.57, -4.95, -0.07], [0.65, -4.34, -0.13], [0.73, -2.92, -0.17], [-0.39, -2.11, -0.20], [-1.66, -2.78, -0.19], [-7.88, 1.73, 1.00], [-7.50, 0.98, -1.33], [-5.28, 0.15, -2.00], [-3.82, 0.83, 1.97], [-6.04, 1.65, 2.65], [-2.79, 2.13, -2.18], [-2.48, 2.49, -4.59], [-2.15, 0.56, -6.11], [-2.15, -1.74, -5.19], [-2.49, -2.11, -2.78], [-5.02, -2.09, -0.26], [-5.15, -4.55, -0.02], [-3.08, -5.89, 0.05], [-0.65, -6.03, -0.02], [1.55, -4.94, -0.13], [1.72, -2.49, -0.18]]
}

---

No. 2
{
  "formula": "C22H78N14O17",
  "method": "ωB97M-V/def2-TZVPD",
  "e_lumo_ha": -0.0140,
  "homo_lumo_gap_ev": 8.262,
  "energy_ha": -2930.8166,
  "molar_mass_da": 810.95,
  "largest_force_ev_per_a": 7.3,
  "e_above_lowest_ev": 0.0000,
  "symbols": ["O", "H", "H", "O", "H", "H", "O", "H", "H", "O", "H", "H", "O", "H", "H", "C", "O", "N", "N", "H", "H", "H", "H", "C", "O", "N", "N", "H", "H", "H", "H", "C", "O", "N", "N", "H", "H", "H", "H", "C", "O", "N", "N", "H", "H", "H", "H", "C", "O", "N", "N", "H", "H", "H", "H", "C", "O", "N", "N", "H", "H", "H", "H", "C", "O", "N", "N", "H", "H", "H", "H", "C", "C", "C", "O", "H", "H", "H", "H", "H", "H", "H", "H", "C", "C", "C", "O", "H", "H", "H", "H", "H", "H", "H", "H", "C", "C", "C", "O", "H", "H", "H", "H", "H", "H", "H", "H", "C", "C", "C", "O", "H", "H", "H", "H", "H", "H", "H", "H", "C", "C", "C", "O", "H", "H", "H", "H", "H", "H", "H", "H"],
  "coordinates": [[1.03, -0.94, -4.38], [1.36, -1.83, -4.26], [0.27, -1.04, -4.95], [-3.42, -4.77, 0.45], [-2.74, -4.56, -0.19], [-4.21, -4.35, 0.12], [-3.71, -0.01, 1.52], [-3.48, -0.26, 2.41], [-3.22, -0.60, 0.95], [3.04, -2.54, -0.17], [3.92, -2.18, -0.30], [2.53, -2.20, -0.90], [2.77, -3.31, 2.44], [3.15, -4.18, 2.39], [2.76, -3.00, 1.54], [4.80, 1.70, -0.09], [5.77, 1.21, -0.51], [4.72, 2.52, 0.95], [3.59, 1.61, -0.62], [3.83, 2.80, 1.34], [5.58, 2.83, 1.36], [2.80, 2.01, -0.14], [3.60, 1.13, -1.51], [1.20, -1.91, 5.24], [0.90, -1.12, 6.12], [1.63, -3.05, 5.54], [1.22, -1.72, 3.93], [2.15, -3.56, 4.83], [1.55, -3.43, 6.47], [0.87, -0.84, 3.57], [1.75, -2.36, 3.37], [-2.59, 3.18, 0.81], [-2.13, 4.31, 0.59], [-1.95, 2.13, 1.37], [-3.81, 2.92, 0.60], [-0.96, 2.08, 1.57], [-2.41, 1.24, 1.53], [-4.46, 3.68, 0.51], [-4.12, 2.18, 1.22], [1.38, 3.86, -0.31], [1.52, 2.94, 0.49], [0.82, 5.07, -0.05], [2.07, 3.92, -1.48], [0.91, 5.91, -0.61], [0.01, 5.08, 0.55], [1.93, 4.70, -2.10], [2.66, 3.11, -1.60], [-4.77, 0.51, -2.74], [-5.08, -0.35, -3.57], [-4.10, 1.58, -3.12], [-4.70, 0.30, -1.45], [-3.84, 1.70, -4.09], [-3.93, 2.31, -2.45], [-5.06, -0.54, -1.02], [-4.42, 1.10, -0.90], [2.83, 1.68, 4.09], [3.85, 1.27, 3.64], [2.44, 1.65, 5.31], [1.96, 2.36, 3.47], [1.53, 2.05, 5.47], [2.91, 1.10, 6.01], [2.02, 2.42, 2.46], [1.16, 2.68, 4.00], [-2.97, -4.24, -3.03], [-2.52, -3.48, -2.13], [-4.24, -4.54, -3.06], [-2.18, -4.94, -3.79], [-4.79, -4.31, -2.25], [-4.50, -5.00, -3.92], [-2.52, -5.60, -4.48], [-1.19, -4.82, -3.66], [-0.29, -5.51, -0.50], [0.59, -5.11, 0.71], [-0.24, -4.39, 1.84], [1.37, -6.09, 1.29], [-1.20, -6.04, -0.20], [0.34, -6.08, -1.17], [-0.47, -4.60, -1.07], [1.34, -4.46, 0.26], [0.24, -4.50, 2.81], [-1.24, -4.80, 1.95], [-0.46, -3.37, 1.53], [1.33, -5.99, 2.24], [4.73, 2.48, -3.55], [3.63, 1.66, -4.13], [4.17, 0.66, -5.24], [3.15, 0.78, -3.14], [4.39, 3.05, -2.68], [5.15, 3.24, -4.22], [5.53, 1.80, -3.27], [2.77, 2.27, -4.39], [4.45, 1.19, -6.15], [3.38, -0.06, -5.47], [5.05, 0.11, -4.92], [2.48, 0.19, -3.48], [-2.27, 0.53, 6.21], [-2.14, 0.22, 4.70], [-2.18, -1.24, 4.47], [-3.24, 0.74, 3.98], [-1.35, 0.21, 6.71], [-3.10, 0.06, 6.73], [-2.44, 1.60, 6.33], [-1.25, 0.71, 4.31], [-3.20, -1.62, 4.53], [-1.66, -1.79, 5.26], [-1.76, -1.48, 3.50], [-3.24, 1.69, 4.10], [-1.24, 4.61, -2.79], [-0.47, 4.09, -4.00], [-0.76, 2.69, -4.37], [-0.84, 4.86, -5.11], [-1.07, 5.63, -2.43], [-0.82, 3.93, -2.05], [-2.32, 4.50, -2.91], [0.58, 4.23, -3.72], [-1.84, 2.65, -4.51], [-0.49, 2.03, -3.55], [-0.26, 2.26, -5.24], [-1.79, 4.74, -5.14], [-0.47, 0.43, -1.13], [-0.26, -0.87, -0.38], [0.25, -0.70, 1.01], [-1.52, -1.35, -0.17], [-1.47, 0.80, -1.33], [0.15, 0.48, -2.02], [-0.06, 1.25, -0.54], [0.17, -1.64, -1.02], [1.12, -0.05, 1.02], [0.58, -1.67, 1.36], [-0.51, -0.27, 1.66], [-1.82, -1.92, -0.88]]
}

---

No. 3
{
  "formula": "C6H10N2O2",
  "method": "ωB97M-V/def2-TZVPD",
  "e_lumo_ha": 0.0217,
  "homo_lumo_gap_ev": 10.430,
  "energy_ha": -494.5762,
  "molar_mass_da": 142.16,
  "largest_force_ev_per_a": 3.2,
  "e_above_lowest_ev": 1.8370,
  "symbols": ["C", "C", "C", "C", "N", "O", "N", "C", "C", "O", "H", "H", "H", "H", "H", "H", "H", "H", "H", "H"],
  "coordinates": [[-0.41, -0.89, 1.35], [-0.34, -0.05, 0.10], [0.76, 1.00, 0.10], [2.18, 0.48, 0.24], [2.74, -0.15, -0.81], [2.84, 0.74, 1.25], [-0.68, -0.70, -1.15], [-1.59, 0.31, -0.65], [-2.92, -0.16, -0.18], [-3.82, 0.59, 0.14], [-1.12, -1.72, 1.24], [0.58, -1.32, 1.58], [-0.71, -0.27, 2.21], [0.74, 1.58, -0.84], [0.59, 1.72, 0.91], [2.35, -1.03, -1.11], [3.64, 0.17, -1.16], [-0.15, -0.34, -1.95], [-1.61, 1.29, -1.13], [-3.06, -1.26, -0.14]]
}

---

No. 4
{
  "formula": "C22H27As2FeI2N4S3",
  "method": "ωB97M-V/def2-TZVPD",
  "e_lumo_ha": [-0.1435, -0.1438],
  "charge": 1,
  "spin_multiplicity": 5,
  "homo_lumo_gap_ev": [5.896, 6.076],
  "energy_ha": -8598.6088,
  "molar_mass_da": 903.18,
  "largest_force_ev_per_a": 1.7,
  "e_above_lowest_ev": 0.6368,
  "symbols": ["Fe", "S", "C", "C", "C", "C", "C", "N", "H", "H", "H", "H", "C", "As", "C", "C", "C", "C", "C", "C", "C", "As", "C", "C", "H", "H", "H", "H", "H", "H", "H", "H", "H", "H", "H", "H", "H", "H", "H", "H", "S", "C", "N", "C", "C", "C", "N", "H", "H", "H", "H", "S", "C", "C", "N", "C", "H", "H", "H", "I", "I"],
  "coordinates": [[0.28, 1.23, 0.13], [-0.80, 3.32, -0.58], [-1.19, 2.45, -2.05], [-1.91, 2.98, -3.12], [-2.06, 2.23, -4.27], [-1.49, 0.95, -4.34], [-0.82, 0.49, -3.23], [-0.68, 1.21, -2.11], [-2.33, 3.98, -3.04], [-2.61, 2.62, -5.11], [-1.58, 0.34, -5.23], [-0.37, -0.50, -3.23], [-0.42, -3.09, -0.86], [-0.74, -1.30, -0.13], [-2.52, -1.07, -0.91], [-1.39, -1.74, 1.67], [-1.58, -3.05, 2.09], [-2.14, -3.31, 3.34], [-2.51, -2.27, 4.17], [-2.33, -0.95, 3.74], [-1.77, -0.68, 2.50], [-1.51, 1.15, 1.86], [-1.16, 2.10, 3.52], [-3.34, 1.73, 1.59], [-1.37, -3.60, -1.00], [0.22, -3.66, -0.19], [0.08, -2.99, -1.82], [-3.22, -1.73, -0.40], [-2.50, -1.32, -1.97], [-2.85, -0.03, -0.81], [-1.30, -3.88, 1.46], [-2.28, -4.34, 3.65], [-2.95, -2.47, 5.14], [-2.63, -0.14, 4.40], [-2.05, 2.07, 4.15], [-0.94, 3.13, 3.27], [-0.32, 1.66, 4.05], [-3.96, 1.29, 2.36], [-3.71, 1.44, 0.61], [-3.35, 2.81, 1.66], [1.68, 0.03, 2.01], [2.86, -0.82, 1.10], [4.08, -0.27, 0.95], [5.08, -0.86, 0.30], [4.87, -2.08, -0.26], [3.58, -2.61, -0.13], [2.60, -2.00, 0.51], [4.23, 0.64, 1.39], [6.02, -0.33, 0.26], [5.65, -2.61, -0.79], [3.33, -3.57, -0.57], [3.41, 2.26, -3.21], [3.26, 0.56, -3.14], [2.48, 0.22, -2.09], [2.02, 1.29, -1.33], [2.45, 2.42, -1.82], [3.73, -0.09, -3.87], [2.19, -0.78, -1.81], [2.20, 3.39, -1.40], [2.10, 2.69, 1.71], [2.25, 5.43, 1.23]]
}

---

No. 5
{
  "formula": "C17H23BF4N3O3Pd",
  "method": "ωB97M-V/def2-TZVPD",
  "e_lumo_ha": [-0.4021, -0.5129],
  "charge": 3,
  "spin_multiplicity": 5,
  "homo_lumo_gap_ev": [5.931, 4.634],
  "energy_ha": -1602.6955,
  "molar_mass_da": 510.61,
  "largest_force_ev_per_a": 0.2,
  "e_above_lowest_ev": 1.5065,
  "symbols": ["Pd", "C", "O", "C", "C", "O", "C", "C", "O", "C", "H", "H", "H", "H", "H", "H", "H", "H", "H", "H", "H", "H", "H", "H", "C", "C", "C", "C", "C", "C", "N", "N", "C", "C", "C", "C", "C", "N", "H", "H", "H", "H", "H", "H", "H", "H", "H", "F", "B", "F", "F", "F"],
  "coordinates": [[0.39, -0.20, 0.27], [-0.19, -2.23, -2.09], [0.15, -2.17, -0.68], [-0.82, -2.86, 0.14], [-0.30, -2.83, 1.56], [-0.09, -1.44, 1.96], [-0.52, -1.06, 3.28], [-1.57, 0.02, 3.30], [-1.03, 1.27, 2.87], [-1.74, 2.45, 3.11], [-0.18, -3.27, -2.39], [0.59, -1.69, -2.63], [-1.17, -1.78, -2.26], [-0.87, -3.90, -0.19], [-1.79, -2.38, 0.04], [0.65, -3.36, 1.65], [-1.04, -3.30, 2.22], [0.35, -0.77, 3.87], [-0.97, -1.93, 3.77], [-1.97, 0.15, 4.31], [-2.43, -0.17, 2.63], [-1.88, 2.55, 4.21], [-2.76, 2.34, 2.71], [-1.19, 3.28, 2.69], [-1.19, 2.79, -4.29], [0.20, 3.02, -4.18], [0.92, 2.42, -3.19], [0.25, 1.54, -2.26], [-1.15, 1.32, -2.38], [-1.85, 1.94, -3.37], [0.98, 0.89, -1.30], [2.33, 1.10, -1.38], [3.04, 0.37, -0.54], [4.45, 0.38, -0.57], [5.14, -0.43, 0.31], [4.44, -1.22, 1.21], [3.05, -1.19, 1.21], [2.37, -0.41, 0.38], [-1.75, 3.28, -5.07], [0.69, 3.68, -4.88], [1.98, 2.59, -3.09], [-1.65, 0.68, -1.67], [-2.91, 1.78, -3.46], [4.94, 1.01, -1.29], [6.23, -0.44, 0.30], [4.95, -1.87, 1.91], [2.47, -1.78, 1.91], [-3.93, 0.91, 1.51], [-4.00, 0.44, 0.25], [-3.96, 1.28, -0.75], [-4.13, -0.85, 0.08], [-1.53, 0.09, 0.25]]
}

---

No. 6
{
  "formula": "BH24O10",
  "method": "ωB97M-V/def2-TZVPD",
  "e_lumo_ha": 0.0994,
  "charge": -1,
  "homo_lumo_gap_ev": 9.341,
  "energy_ha": -791.5236,
  "molar_mass_da": 194.99,
  "largest_force_ev_per_a": 13.5,
  "e_above_lowest_ev": 4.6455,
  "symbols": ["B", "H", "H", "H", "H", "O", "H", "H", "O", "H", "H", "O", "H", "H", "O", "H", "H", "O", "H", "H", "O", "H", "H", "O", "H", "H", "O", "H", "H", "O", "H", "H", "O", "H", "H"],
  "coordinates": [[21.71, 30.67, 37.93], [22.69, 31.08, 38.77], [20.79, 30.81, 38.44], [21.60, 31.08, 36.90], [22.05, 29.61, 37.80], [21.47, 26.70, 36.96], [21.56, 26.59, 37.88], [20.85, 27.53, 36.66], [23.81, 30.42, 41.53], [24.74, 30.57, 41.78], [24.12, 30.50, 40.56], [17.50, 30.60, 38.13], [18.38, 30.26, 38.06], [17.06, 29.88, 37.68], [18.82, 32.73, 36.31], [19.27, 33.42, 35.67], [19.32, 32.09, 36.99], [20.77, 33.53, 39.70], [21.12, 32.68, 39.38], [21.10, 33.63, 40.64], [24.45, 30.21, 35.69], [23.79, 30.14, 36.43], [24.17, 29.41, 35.19], [21.25, 29.40, 41.57], [21.02, 29.56, 40.80], [22.13, 29.44, 41.59], [23.60, 33.77, 37.58], [23.81, 33.66, 36.67], [22.95, 32.90, 37.67], [25.88, 32.47, 38.51], [26.17, 32.84, 39.24], [24.97, 32.88, 38.31], [19.61, 28.82, 36.31], [20.12, 29.35, 36.96], [20.07, 28.91, 35.38]]
}

---

No. 7
{
  "formula": "C26H52O12",
  "method": "ωB97M-V/def2-TZVPD",
  "e_lumo_ha": 0.0087,
  "homo_lumo_gap_ev": 9.411,
  "energy_ha": -1924.4510,
  "molar_mass_da": 556.69,
  "largest_force_ev_per_a": 7.9,
  "e_above_lowest_ev": 9.5769,
  "symbols": ["C", "C", "O", "C", "C", "O", "H", "H", "H", "H", "H", "H", "H", "H", "C", "C", "O", "C", "C", "O", "H", "H", "H", "H", "H", "H", "H", "H", "C", "C", "O", "C", "C", "O", "H", "H", "H", "H", "H", "H", "H", "H", "C", "C", "O", "C", "C", "O", "H", "H", "H", "H", "H", "H", "H", "H", "C", "C", "O", "C", "C", "O", "H", "H", "H", "H", "H", "H", "H", "H", "C", "C", "C", "O", "H", "H", "H", "H", "H", "H", "C", "C", "C", "O", "H", "H", "H", "H", "H", "H"],
  "coordinates": [[-0.85, -1.43, -3.31], [0.54, -1.25, -3.90], [1.51, -2.33, -3.62], [2.66, -2.35, -4.29], [3.53, -3.60, -3.95], [3.20, -1.40, -4.96], [-1.27, -2.37, -3.69], [-1.55, -0.76, -3.63], [-0.80, -1.35, -2.26], [0.35, -1.36, -4.87], [0.71, -0.21, -3.52], [4.39, -3.27, -4.39], [2.99, -4.53, -4.23], [3.60, -3.55, -2.96], [3.31, 2.12, 2.64], [3.07, 1.42, 4.00], [1.63, 1.15, 3.98], [1.06, 0.35, 4.95], [-0.43, 0.03, 4.71], [1.68, 0.01, 5.96], [3.34, 1.25, 1.77], [4.26, 2.59, 2.60], [2.60, 2.73, 2.31], [3.70, 0.73, 4.18], [3.40, 2.12, 4.76], [-0.51, -0.95, 4.10], [-0.85, 0.96, 4.04], [-1.05, -0.31, 5.54], [-2.82, -1.36, 2.14], [-4.14, -1.90, 1.52], [-3.93, -1.71, 0.13], [-4.91, -2.20, -0.70], [-4.74, -1.97, -2.13], [-5.96, -2.70, -0.29], [-1.93, -2.07, 1.95], [-2.91, -1.33, 3.21], [-2.50, -0.32, 1.73], [-4.17, -3.01, 1.76], [-4.96, -1.26, 1.65], [-5.35, -2.69, -2.55], [-3.67, -1.93, -2.30], [-5.25, -0.88, -2.40], [-4.06, 8.01, 1.97], [-2.85, 6.94, 1.93], [-2.60, 6.67, 0.58], [-1.78, 5.72, 0.32], [-1.51, 5.46, -1.12], [-1.29, 4.96, 1.21], [-4.64, 7.55, 1.30], [-3.71, 8.91, 1.41], [-4.45, 8.18, 2.88], [-1.86, 7.24, 2.61], [-3.31, 6.04, 2.17], [-1.19, 4.47, -1.29], [-0.87, 6.29, -1.46], [-2.64, 5.49, -1.66], [0.93, -2.86, -0.34], [1.67, -1.47, -0.32], [0.78, -0.49, 0.18], [1.16, 0.79, 0.07], [0.13, 1.62, 0.88], [1.99, 1.36, -0.65], [0.48, -2.90, 0.75], [1.71, -3.62, -0.43], [0.24, -2.91, -1.17], [2.50, -1.50, 0.34], [1.77, -1.25, -1.28], [-0.73, 1.09, 0.72], [0.07, 2.65, 0.55], [0.37, 1.35, 1.78], [-1.20, -6.00, 1.76], [-1.22, -5.51, 0.32], [-2.48, -5.09, -0.35], [-0.20, -5.87, -0.43], [-2.13, -5.65, 2.30], [-0.35, -5.46, 2.13], [-1.25, -7.18, 1.87], [-3.13, -5.78, 0.12], [-2.50, -5.18, -1.35], [-2.81, -4.11, 0.01], [5.02, 2.34, -1.78], [5.52, 1.56, -2.94], [5.74, 0.05, -2.69], [5.89, 2.16, -3.97], [4.99, 1.83, -0.89], [4.04, 2.83, -2.04], [5.53, 3.21, -1.74], [6.47, -0.36, -3.57], [4.79, -0.46, -2.71], [6.08, -0.22, -1.69]]
}

---

No. 8
{
  "formula": "CH5N2S2",
  "method": "ωB97M-V/def2-TZVPD",
  "e_lumo_ha": -0.1703,
  "charge": 1,
  "homo_lumo_gap_ev": 9.582,
  "energy_ha": -946.6753,
  "molar_mass_da": 109.20,
  "largest_force_ev_per_a": 3.7,
  "e_above_lowest_ev": 2.0529,
  "symbols": ["N", "C", "N", "S", "S", "H", "H", "H", "H", "H"],
  "coordinates": [[1.43, 0.32, -0.70], [0.22, 0.77, -0.50], [-0.84, 0.00, -0.20], [-0.69, -1.90, -0.16], [-2.45, 0.63, -0.18], [2.23, 0.89, -0.84], [1.59, -0.63, -0.66], [-0.03, 1.75, -0.30], [-2.05, -2.19, -0.52], [-2.50, 0.49, 1.08]]
}